A single C2H3NO3 molecule, computed with ωB97M-V/def2-TZVPD.

```
! RIJCOSX wB97M-V def2-TZVPD def2/J DEFGRID3
* xyz 0 1
C -0.701 -0.014 0.226
C 0.713 -0.520 0.319
O -0.984 1.264 0.030
O 1.735 0.378 0.042
N 0.098 -1.195 -0.802
O -1.514 -0.981 0.119
H -1.877 1.333 -0.349
H 1.542 0.834 -0.789
H 0.987 -1.097 1.205
*
```

## Properties
Energy   -9750.403 eV
LUMO energy (alpha / beta)   -0.51 / -0.50 eV
Relative energy (zero: lowest compared OMol25 entry of this formula, charge and spin)   5.686 eV

Atom charges from the Mulliken analysis, given in e for atoms 1 to 2: atom 1 (C): 0.525, atom 2 (C): 0.086